Below is CH3NO2S as an isolated structure, with properties calculated with the ωB97M-V functional and the def2-TZVPD basis.

Summary:
Orbital gap (spin up / spin down), Eh: 0.28505 / 0.28501
Energy relative to the best compared isomer or geometry (same formula, charge and spin), kJ/mol: 494.4
E_LUMO (spin up / spin down), eV: -0.792 / -0.793
Total charge: 0
Electronic energy, Eh: -643.125873

Element x y z (Å)
H  2.4151  0.1991  1.2082
S  2.1223  -1.3874  -0.5041
H  -1.0465  -0.7507  -0.8258
O  0.3548  0.3470  0.7098
C  1.4570  -0.2621  0.4294
H  -2.6502  0.6068  0.1050
N  -0.7416  0.2763  -0.7088
O  -1.9109  0.9709  -0.4137

List of Mulliken charges in e, atom by atom: 0.22 -0.29 0.29 -0.30 0.13 0.34 -0.06 -0.33


Below is a 2-piece molecular cluster, H3NO3Si overall, with properties calculated with the ωB97M-V functional and the def2-TZVPD basis.

Summary:
Orbital gap, Eh: 0.34161
Energy relative to the best compared isomer or geometry (same formula, charge and spin), kJ/mol: 181.7
E_LUMO, eV: -0.926
Total charge: 0
SMILES string: O=[SiH2].O=NO
Electronic energy, Eh: -571.644799

Element x y z (Å)
H  -2.4459  -0.0326  -1.0611
Si  -1.6873  -0.3607  0.1445
H  -1.3166  -1.6941  0.6291
O  1.6876  1.0294  0.1943
O  -1.0804  0.9570  0.5199
H  0.7254  1.3029  0.1292
O  2.5703  -0.9074  -0.3534
N  1.5470  -0.2945  -0.2026

List of Mulliken charges in e, atom by atom: -0.04 0.56 -0.04 -0.31 -0.50 0.48 -0.39 0.24


Below is C24H18HgN3O4 as an isolated structure, with properties calculated with the ωB97M-V functional and the def2-TZVPD basis.

Summary:
Orbital gap (spin up / spin down), Eh: 0.12634 / 0.25996
Energy relative to the best compared isomer or geometry (same formula, charge and spin), kJ/mol: 87.1
E_LUMO (spin up / spin down), eV: 5.088 / 5.088
Total charge: -2
2S+1: 2
<S²>: 0.77
Electronic energy, Eh: -1544.021230

Element x y z (Å)
H  -1.5827  3.2885  5.7890
C  1.2445  1.2309  2.8626
N  -0.6035  -0.7643  0.0729
H  4.2194  -0.6742  0.1867
H  -4.5327  -1.6976  -1.1132
O  -0.1568  2.8069  0.8105
O  -2.2350  0.3765  -1.0472
H  0.4432  1.1337  -6.5168
C  2.8125  -0.0640  1.7217
C  -1.2679  3.1847  4.7568
H  3.4400  -1.1741  -2.1095
H  2.5411  -0.9070  2.3731
C  0.5961  1.5436  -4.4273
C  -4.2258  -3.6158  -0.1930
N  2.5106  0.0842  -0.7577
H  0.2640  1.7715  5.2047
C  1.1654  1.2172  -3.1630
H  -2.0329  4.2881  1.6459
H  -1.3765  -4.6621  1.3660
C  -1.8538  -0.6522  -0.4723
C  0.1964  2.1653  3.0983
H  -5.2172  -3.9852  -0.4341
C  0.9209  0.8694  -5.5775
C  -3.3414  -4.4537  0.5041
C  -1.5259  3.7525  2.4369
H  2.7548  -1.6773  0.3107
C  -2.5755  -1.9008  -0.2479
C  -0.4335  -1.9989  0.6407
C  1.8622  -0.1616  -5.5533
C  -3.8493  -2.3406  -0.5724
H  -0.1442  2.3325  -4.4390
C  2.1372  0.1520  -3.1538
H  3.1591  -1.3257  -4.3262
H  2.1122  -0.6974  -6.4624
C  -1.9177  3.8933  3.7453
C  -0.2343  2.3421  4.4244
H  -3.6664  -5.4501  0.7861
N  1.7590  0.9181  1.7216
H  -2.7382  4.5563  3.9985
C  3.1240  -0.6443  0.3226
O  0.8323  1.8911  -2.1371
H  1.6405  0.7517  3.7782
C  2.4503  -0.5021  -4.3574
C  2.7321  -0.3384  -1.9587
C  -2.0684  -4.0239  0.8291
C  -0.4734  2.8801  2.0405
O  0.5913  -2.4093  1.2045
C  -1.6810  -2.7490  0.4572
Hg  0.4983  1.0439  -0.2002
H  3.7268  0.3955  2.1316

List of Mulliken charges in e, atom by atom: 0.35 -0.26 -0.19 0.41 0.40 -0.78 -0.84 0.34 -0.83 -0.56 0.21 0.37 -0.57 -0.38 -0.29 0.26 0.46 0.37 0.39 -0.09 0.70 0.35 -0.36 -0.44 -0.53 0.39 0.20 -0.33 -0.56 -0.44 0.36 0.78 0.26 0.35 -0.36 -0.69 0.34 -0.27 0.34 -0.94 -0.78 0.17 -0.69 -0.30 -0.35 0.45 -0.84 0.08 1.94 0.42


Below is C35H37CoN4O2 as an isolated structure, with properties calculated with the ωB97M-V functional and the def2-TZVPD basis.

Summary:
Orbital gap, Eh: 0.25758
Energy relative to the best compared isomer or geometry (same formula, charge and spin), kJ/mol: 38.8
E_LUMO, eV: -0.430
Total charge: 0
Electronic energy, Eh: -3108.072252

Element x y z (Å)
C  1.3727  -1.2900  -2.8846
N  -1.3564  1.7794  0.8454
H  -1.9920  -3.7110  -0.1500
H  0.4496  -3.3811  -1.0818
C  2.1259  -2.3380  2.1589
H  4.4761  0.0134  0.6272
C  -1.1853  0.6215  3.3132
H  2.5307  -4.4227  2.4638
C  3.8492  -0.0406  3.3221
C  2.1152  -3.6730  1.8019
H  -1.7383  -1.9171  5.4723
H  2.5023  -0.0482  -0.8168
H  -3.3028  -3.7831  -3.3721
H  0.6417  -3.1252  -4.9074
H  -2.8798  -2.1637  -1.5519
C  0.9165  -1.6720  0.1508
C  -1.7914  -2.0858  3.3440
C  -1.5239  2.4615  -0.3173
C  0.1142  -2.0506  -3.1201
H  -1.5511  -4.2737  -5.0408
H  -0.8137  6.4925  1.8285
H  1.7671  1.5440  -1.1118
C  -1.3084  -0.0697  2.1164
C  -2.2075  6.0391  -1.2115
H  1.5449  -5.0488  0.2498
H  1.4109  0.8205  1.1531
H  -1.7796  7.7837  -0.0570
C  -2.6763  3.9234  -2.4124
C  -0.8529  -1.7953  -2.1581
C  -1.9574  1.7900  -1.4852
H  3.1730  -0.1590  4.1717
H  -3.1360  4.4981  -3.2089
C  -1.9762  -3.4218  0.8959
N  0.9487  -0.0277  -2.2170
H  -1.1219  -3.8910  1.3857
H  1.2615  1.0839  -3.9759
O  -1.8423  0.5341  -1.6746
H  2.0437  -1.8236  -2.2096
C  0.9504  -3.0377  -0.1875
H  -3.0075  2.0398  -3.3534
H  2.8692  0.8445  -2.3157
H  4.2841  -1.0219  3.0843
C  -1.6295  -1.3900  4.5334
H  -0.6825  4.0430  1.7221
H  -2.6371  6.5878  -2.0415
C  -2.0951  -2.4005  -2.2608
C  -1.1151  4.6007  0.9025
C  -0.1217  -2.9375  -4.1602
H  1.2341  0.1950  2.7815
C  -1.5969  3.9028  -0.2189
C  -1.6484  -1.4241  2.1291
H  -2.0304  -3.1378  3.3704
Co  -0.3930  -0.5194  -0.8457
N  3.1596  0.5884  2.2199
H  -1.2222  0.5097  5.4506
C  -2.3353  -3.3021  -3.2936
H  -0.3948  0.4465  -3.7805
C  -2.6122  2.5790  -2.5020
H  2.5254  -2.0684  3.1257
H  -2.9084  -3.7265  1.3772
H  1.9197  -1.0584  -3.8049
C  1.6233  -1.3252  1.3317
H  0.1482  1.8369  -2.8216
C  0.4515  0.8922  -3.2661
C  4.0639  0.8991  1.1417
C  -2.1503  4.6369  -1.2832
C  2.0985  0.6140  -1.5727
N  -1.1200  0.5353  0.8376
C  1.5571  -4.0176  0.5837
H  4.6679  0.6114  3.6358
C  -1.1878  5.9721  0.9559
O  -1.8479  -2.0046  0.9151
C  -1.3385  -0.0342  4.5228
H  4.9096  1.4640  1.5404
C  -1.7333  6.7040  -0.1079
C  -1.3518  -3.5771  -4.2367
H  3.5666  1.5311  0.4100
C  1.8222  0.1023  1.8661
H  -0.9422  1.6737  3.2794

List of Mulliken charges in e, atom by atom: -1.19 -0.96 0.33 0.09 -0.57 0.29 -0.21 0.38 -1.23 -1.22 0.42 0.27 0.46 0.48 0.81 0.74 -0.69 0.33 1.67 0.41 0.40 0.40 0.17 -0.84 0.43 0.20 0.39 -0.93 0.56 -0.13 0.32 0.36 -1.29 0.00 0.49 0.37 -0.50 0.37 -0.18 0.52 0.38 0.41 -0.78 0.39 0.39 -0.70 -0.66 -1.04 0.38 0.91 0.21 0.42 0.51 0.34 0.40 -0.97 0.36 -0.78 0.59 0.40 0.54 2.11 0.45 -1.37 -0.85 0.78 -1.19 0.85 -0.85 0.39 -0.70 -0.10 -0.74 0.41 -0.56 -0.77 0.21 -1.98 0.47